[1]
The following is a DFT calculation (ωB97M-V/def2-TZVPD) of the molecule C5H8N2 at a distorted geometry.

Properties
* SMILES string: Cc1c[nH]c(N)c1
* E_HOMO: -0.2661 Ha
* HOMO-LUMO gap: 8.09 eV
* energy relative to the best compared isomer or geometry (same formula, charge and spin): 391.34 kJ/mol

The geometry in ORCA input format:
```
! RIJCOSX wB97M-V def2-TZVPD def2/J DEFGRID3
* xyz 0 1
C -1.6945 -0.5579 -0.3283
C -1.1459 0.6369 0.6890
C -0.4276 1.7043 0.0693
N 0.8369 1.2740 -0.2046
C 1.0150 0.0043 0.3068
N 1.8724 -0.9266 -0.2845
C -0.0953 -0.2764 1.0305
H -0.8900 -0.9822 -0.9860
H -2.0843 -1.4572 0.1729
H -2.4304 -0.1436 -0.9920
H -0.6259 2.7700 -0.0726
H 1.4973 1.7409 -0.8083
H 2.8580 -0.7411 -0.1921
H 1.6380 -1.8530 0.0521
H -0.3236 -1.1921 1.5478
*
```

natural (NBO) population analysis, charges in e, atoms 1 to 5:
1. C -0.5743
2. C -0.2775
3. C 0.0144
4. N -0.5089
5. C 0.2226



[2]
The following is a DFT calculation (ωB97M-V/def2-TZVPD) of the molecule C5H8N2 at a distorted geometry.

Properties
* SMILES string: N#C[C@H](N)C1CC1
* E_HOMO: -0.3674 Ha
* HOMO-LUMO gap: 10.87 eV
* energy relative to the best compared isomer or geometry (same formula, charge and spin): 207.11 kJ/mol

The geometry in ORCA input format:
```
! RIJCOSX wB97M-V def2-TZVPD def2/J DEFGRID3
* xyz 0 1
N -2.2855 -1.3490 -0.4431
C -1.5434 -0.4639 -0.4223
C -0.6051 0.6810 -0.4746
N -0.4590 1.2428 -1.7993
C 0.6553 0.3505 0.2830
C 1.4329 -0.8809 0.5676
C 0.3308 -0.5900 1.5181
H -1.0368 1.4795 0.1449
H -1.3541 1.6293 -2.0866
H -0.2130 0.5132 -2.4584
H 1.3200 1.2311 0.2809
H 1.4165 -1.7456 -0.0810
H 2.3900 -0.6031 0.9804
H 0.4207 -0.1481 2.4990
H -0.4694 -1.3470 1.4913
*
```

natural (NBO) population analysis, charges in e, atoms 1 to 5:
1. N -0.3393
2. C 0.2650
3. C -0.1503
4. N -0.7961
5. C -0.2377



[3]
The following is a DFT calculation (ωB97M-V/def2-TZVPD) of the molecule C5H8N2 at a distorted geometry.

Properties
* SMILES string: Cn1ccc(N)c1
* E_HOMO: -0.2809 Ha
* HOMO-LUMO gap: 8.63 eV
* energy relative to the best compared isomer or geometry (same formula, charge and spin): 186.02 kJ/mol

The geometry in ORCA input format:
```
! RIJCOSX wB97M-V def2-TZVPD def2/J DEFGRID3
* xyz 0 1
C 2.3001 0.2153 0.0093
N 0.8929 -0.0877 -0.1053
C 0.3533 -1.3101 0.0676
C -1.0385 -1.1675 0.1616
C -1.3049 0.1876 -0.1167
N -2.6186 0.6663 -0.0637
C -0.1200 0.8623 -0.1889
H 2.8762 -0.6269 -0.3762
H 2.5296 1.1119 -0.5662
H 2.5722 0.3821 1.0593
H 1.0125 -2.1738 0.1205
H -1.4870 -1.2841 1.1148
H -3.2764 -0.0897 -0.2282
H -2.7767 1.3958 -0.7410
H 0.0852 1.9186 -0.1468
*
```

natural (NBO) population analysis, charges in e, atoms 1 to 5:
1. C -0.3970
2. N -0.3152
3. C 0.0127
4. C -0.4741
5. C 0.1372



Look up the HOMO-LUMO gap of the first one.
8.09 eV